Run 1
Density functional theory data (ωB97M-V with the def2-TZVPD basis set) for a 2-piece molecular cluster, C3H7ClN2O overall.

As for the LUMO energy (spin up / spin down): -0.046 / -0.029 Ha. Its net charge is 0.

Atoms and positions in Å:
C (1.538, 1.459, -0.998)
C (0.062, 0.544, 1.185)
C (-0.413, -0.592, -0.973)
N (2.500, 0.718, -1.064)
N (0.454, -0.384, 0.143)
O (1.000, 2.481, -0.963)
Cl (4.121, 1.296, -2.108)
H (-0.870, 1.083, 1.204)
H (-0.118, -0.148, 2.131)
H (0.907, 1.147, 1.486)
H (-0.715, 0.476, -1.518)
H (0.129, -1.133, -1.743)
H (-1.381, -0.920, -0.535)
H (2.773, -0.061, -0.498)

=====

Run 2
Density functional theory data (ωB97M-V with the def2-TZVPD basis set) for a single C3H7ClN2O molecule.

As for the LUMO energy: -0.002 Ha. Its net charge is 0. As for the SMILES: CN(C)N(Cl)C=O.

Atoms and positions in Å:
C (-0.760, -1.309, -0.680)
N (0.239, -0.353, -0.217)
C (0.777, -0.660, 1.035)
N (-0.420, 1.064, -0.338)
Cl (-1.744, 1.531, 0.836)
C (0.459, 2.004, -0.640)
O (0.286, 3.202, -0.398)
H (-1.335, -1.002, -1.539)
H (-0.201, -2.155, -0.973)
H (-1.468, -1.630, 0.041)
H (1.024, -1.745, 1.146)
H (1.794, -0.215, 1.240)
H (0.131, -0.460, 1.866)
H (1.215, 1.727, -1.379)

=====

Which structure is the least stable? The one labeled run 1.

=====

Run 1
Density functional theory data (ωB97M-V with the def2-TZVPD basis set) for C5H11BrN as an isolated structure.

As for the LUMO energy (spin up / spin down): -0.178 / -0.162 Ha. Its net charge is +1.

Atoms and positions in Å:
C (1.015, -0.240, -0.350)
C (1.392, -2.080, 0.248)
C (-0.326, 0.103, 1.435)
C (-1.362, -0.155, -0.950)
C (0.036, 1.813, -0.384)
N (-0.277, 0.335, -0.026)
Br (2.852, -2.890, -0.499)
H (1.494, -0.185, -1.440)
H (1.209, -2.381, 1.193)
H (-1.129, 0.728, 1.981)
H (-0.716, -0.854, 1.451)
H (0.602, 0.184, 2.022)
H (-1.187, -1.148, -1.018)
H (-2.221, 0.011, -0.419)
H (-1.451, 0.219, -1.969)
H (-0.261, 2.120, -1.456)
H (-0.693, 2.361, 0.182)
H (1.023, 2.058, -0.002)

=====

Run 2
Density functional theory data (ωB97M-V with the def2-TZVPD basis set) for a 2-piece molecular cluster, C5H11BrN overall.

As for the LUMO energy (spin up / spin down): -0.245 / -0.241 Ha. Its net charge is +1.

Atoms and positions in Å:
C (2.053, -1.150, -0.138)
C (-0.701, -2.084, 0.205)
C (-0.381, 2.154, 0.443)
C (-1.066, -0.661, 0.009)
C (0.057, 1.342, -0.707)
N (-0.143, -0.007, -0.829)
Br (3.168, 0.268, -0.013)
H (2.556, -2.137, -0.430)
H (-0.320, -2.333, -0.740)
H (-0.109, -2.084, 1.048)
H (-1.653, -2.672, 0.301)
H (0.237, 3.063, 0.458)
H (-1.451, 2.370, 0.533)
H (-0.228, 1.556, 1.353)
H (-1.259, -0.153, 1.026)
H (-2.078, -0.679, -0.257)
H (1.232, 1.313, -0.558)
H (0.088, 1.896, -1.703)

=====

Which structure is the least stable? The one labeled run 2.

=====

Run 1
Density functional theory data (ωB97M-V with the def2-TZVPD basis set) for a single C8H16N2 molecule.

As for the LUMO energy: 0.029 Ha. Its net charge is 0. As for the SMILES: CN(C)C(C)(C)CC=C=N.

Atoms and positions in Å:
C (1.205, 1.479, -0.477)
N (0.005, 0.721, -0.191)
C (-1.121, 1.259, -0.935)
C (0.134, -0.814, -0.237)
C (1.462, -1.251, 0.378)
C (0.032, -1.360, -1.662)
C (-1.011, -1.311, 0.656)
C (-1.119, -0.376, 1.825)
C (-0.567, 0.821, 1.822)
N (-0.017, 1.774, 2.383)
H (1.965, 1.276, 0.273)
H (1.611, 1.268, -1.475)
H (0.972, 2.543, -0.437)
H (-2.020, 0.688, -0.723)
H (-0.948, 1.266, -2.020)
H (-1.293, 2.292, -0.627)
H (2.312, -0.910, -0.209)
H (1.506, -2.339, 0.413)
H (1.562, -0.867, 1.389)
H (0.179, -2.438, -1.652)
H (-0.943, -1.159, -2.099)
H (0.799, -0.916, -2.296)
H (-1.954, -1.356, 0.099)
H (-0.800, -2.325, 1.005)
H (-1.695, -0.683, 2.684)
H (-0.256, 2.719, 2.114)

=====

Run 2
Density functional theory data (ωB97M-V with the def2-TZVPD basis set) for a single C8H16N2 molecule.

As for the LUMO energy: 0.032 Ha. Its net charge is 0. As for the SMILES: CC(C)=C(N)C(N)=C(C)C.

Atoms and positions in Å:
C (-1.725, 1.103, 0.129)
C (-1.004, -0.099, 0.695)
C (-1.937, -1.203, 1.121)
C (0.308, -0.025, 1.229)
N (0.648, -0.476, 2.509)
C (1.199, 0.343, 0.217)
N (2.358, 1.113, 0.377)
C (0.641, 0.022, -1.043)
C (0.334, -1.398, -1.464)
C (0.802, 0.962, -2.210)
H (-2.485, 1.459, 0.839)
H (-2.247, 0.853, -0.800)
H (-1.048, 1.934, -0.074)
H (-2.466, -1.588, 0.241)
H (-2.704, -0.851, 1.821)
H (-1.406, -2.032, 1.588)
H (1.630, -0.401, 2.732)
H (0.067, -0.119, 3.256)
H (3.154, 0.801, -0.164)
H (2.609, 1.299, 1.338)
H (0.326, -2.087, -0.619)
H (1.091, -1.754, -2.177)
H (-0.636, -1.463, -1.968)
H (1.089, 1.965, -1.892)
H (-0.149, 1.035, -2.751)
H (1.549, 0.606, -2.930)

=====

Which structure is the least stable? The one labeled run 2.

=====

Run 1
Density functional theory data (ωB97M-V with the def2-TZVPD basis set) for a 2-piece molecular cluster, H3OP overall.

Its multiplicity is 3. As for the LUMO energy (spin up / spin down): 0.019 / -0.058 Ha. Its net charge is 0.

Atoms and positions in Å:
O (0.780, -0.451, -0.749)
P (0.081, 0.762, 0.107)
H (1.753, -0.600, -0.506)
H (-1.271, 0.472, -0.536)
H (-1.343, -0.183, 1.683)

=====

Run 2
Density functional theory data (ωB97M-V with the def2-TZVPD basis set) for a single H3OP molecule.

Its multiplicity is 3. As for the LUMO energy (spin up / spin down): 0.039 / -0.117 Ha. Its net charge is 0.

Atoms and positions in Å:
O (0.333, -0.725, -0.961)
P (-0.063, -0.130, 0.744)
H (1.157, -1.186, -0.742)
H (0.943, 0.766, 0.824)
H (-0.746, 1.090, 0.556)

=====

Which structure is the least stable? The one labeled run 2.

=====

Run 1
Density functional theory data (ωB97M-V with the def2-TZVPD basis set) for a single C4H4OS molecule.

Its multiplicity is 3. As for the LUMO energy (spin up / spin down): 0.027 / -0.099 Ha. Its net charge is 0.

Atoms and positions in Å:
C (-0.351, 0.379, -0.892)
C (0.782, 0.246, -0.250)
C (-1.542, -0.259, -0.338)
C (0.989, -0.218, 1.124)
O (-1.797, -0.407, 0.818)
S (2.437, 0.125, 1.755)
H (-0.234, 0.756, -1.953)
H (1.782, 0.592, -0.642)
H (-2.104, -0.716, -1.209)
H (0.037, -0.497, 1.587)

=====

Run 2
Density functional theory data (ωB97M-V with the def2-TZVPD basis set) for a single C4H4OS molecule.

Its multiplicity is 3. As for the LUMO energy (spin up / spin down): 0.017 / -0.107 Ha. Its net charge is 0.

Atoms and positions in Å:
C (0.661, 2.043, -0.963)
C (-0.231, -1.088, 1.082)
C (0.702, 1.957, 0.223)
C (-0.638, -1.587, -0.210)
O (0.662, 1.694, 1.418)
S (0.243, -0.013, 2.053)
H (0.725, 2.452, -1.867)
H (0.041, -2.552, -0.471)
H (-0.554, -0.881, -1.005)
H (-1.610, -2.026, -0.260)

=====

Run 3
Density functional theory data (ωB97M-V with the def2-TZVPD basis set) for a single C4H4OS molecule.

Its multiplicity is 3. As for the LUMO energy (spin up / spin down): -0.015 / -0.087 Ha. Its net charge is 0.

Atoms and positions in Å:
C (0.859, -0.485, -0.602)
C (0.790, -0.355, 0.863)
C (-1.122, 0.994, -0.616)
C (-0.408, -0.465, 1.364)
O (-0.014, 0.907, -1.176)
S (-1.639, -1.006, 2.112)
H (1.815, -0.522, -1.107)
H (0.199, -1.316, -1.022)
H (1.423, 0.472, 1.084)
H (-1.903, 1.776, -0.900)

=====

Which structure is the least stable? The one labeled run 3.

=====

Run 1
Density functional theory data (ωB97M-V with the def2-TZVPD basis set) for C18H26BN5Sr as an isolated structure.

As for the LUMO energy: 0.177 Ha. Its net charge is -2.

Atoms and positions in Å:
Sr (0.380, -0.560, -0.632)
B (0.968, 2.185, 3.125)
N (1.634, 0.769, 2.998)
C (2.343, 0.229, 4.000)
C (2.764, -1.031, 3.623)
C (2.243, -1.173, 2.332)
N (1.568, -0.085, 1.962)
N (0.189, 2.645, 1.856)
C (-0.731, 3.623, 1.885)
C (-1.131, 3.895, 0.591)
C (-0.379, 2.996, -0.178)
N (0.412, 2.250, 0.589)
H (0.167, 2.154, 4.044)
H (1.858, 2.989, 3.370)
H (2.499, 0.781, 4.913)
H (3.349, -1.732, 4.194)
H (2.334, -2.011, 1.655)
H (-1.032, 4.059, 2.824)
H (-1.866, 4.610, 0.263)
H (-0.380, 2.852, -1.249)
C (3.215, 1.901, -1.719)
C (3.639, 0.467, -2.033)
C (4.792, 0.507, -3.051)
C (2.443, -0.388, -2.481)
H (4.071, 2.541, -1.471)
H (2.517, 1.950, -0.880)
H (2.718, 2.335, -2.596)
H (4.058, 0.034, -1.111)
H (4.426, 0.920, -3.999)
H (5.161, -0.503, -3.254)
H (5.639, 1.122, -2.714)
H (2.824, -1.394, -2.729)
H (2.090, 0.028, -3.445)
C (-2.785, 0.317, -0.180)
C (-3.520, -0.967, -0.364)
C (-4.897, -1.026, -0.259)
C (-5.612, -2.215, -0.434)
C (-4.863, -3.373, -0.724)
C (-3.492, -3.366, -0.838)
C (-2.729, -4.621, -1.131)
C (-2.699, -2.139, -0.676)
N (-1.396, -2.091, -0.794)
H (-3.458, 1.157, 0.019)
H (-2.210, 0.576, -1.088)
H (-2.066, 0.269, 0.653)
H (-5.439, -0.108, -0.028)
H (-6.692, -2.241, -0.361)
H (-5.389, -4.319, -0.862)
H (-3.408, -5.468, -1.279)
H (-2.030, -4.855, -0.320)
H (-2.097, -4.494, -2.018)

=====

Run 2
Density functional theory data (ωB97M-V with the def2-TZVPD basis set) for C18H26BN5Sr as an isolated structure.

As for the LUMO energy: 0.178 Ha. Its net charge is -2.

Atoms and positions in Å:
Sr (-0.370, 0.590, 0.051)
B (3.003, -0.336, 2.990)
N (3.194, -0.079, 1.442)
C (4.403, 0.191, 0.923)
C (4.301, 0.249, -0.452)
C (2.944, 0.000, -0.689)
N (2.282, -0.199, 0.450)
N (1.519, -0.290, 3.430)
C (1.062, 0.075, 4.641)
C (-0.298, -0.168, 4.682)
C (-0.579, -0.693, 3.409)
N (0.533, -0.776, 2.679)
H (3.461, -1.436, 3.268)
H (3.602, 0.540, 3.581)
H (5.260, 0.326, 1.563)
H (5.081, 0.448, -1.167)
H (2.420, -0.044, -1.634)
H (1.723, 0.482, 5.389)
H (-0.982, 0.023, 5.492)
H (-1.522, -1.034, 3.005)
C (-2.650, -2.936, 0.349)
C (-3.284, -1.545, 0.385)
C (-4.813, -1.708, 0.402)
C (-2.768, -0.683, -0.774)
H (-2.894, -3.524, 1.241)
H (-1.562, -2.864, 0.271)
H (-3.014, -3.481, -0.528)
H (-3.018, -1.075, 1.346)
H (-5.145, -2.214, -0.511)
H (-5.300, -0.732, 0.450)
H (-5.153, -2.300, 1.266)
H (-3.438, 0.183, -0.898)
H (-2.871, -1.270, -1.703)
C (-2.709, 2.319, 1.671)
C (-2.338, 3.696, 1.179)
C (-3.190, 4.756, 1.434)
C (-2.890, 6.077, 1.086)
C (-1.640, 6.309, 0.488)
C (-0.756, 5.290, 0.208)
C (0.567, 5.577, -0.432)
C (-1.072, 3.873, 0.467)
N (-0.258, 2.919, 0.083)
H (-3.437, 2.387, 2.483)
H (-1.818, 1.805, 2.061)
H (-3.132, 1.684, 0.879)
H (-4.137, 4.551, 1.937)
H (-3.584, 6.887, 1.281)
H (-1.364, 7.332, 0.225)
H (0.706, 6.653, -0.590)
H (0.653, 5.058, -1.392)
H (1.388, 5.196, 0.186)

=====

Which structure is the least stable? The one labeled run 2.